No. 1
The following is a DFT calculation (wB97M-V/def2-TZVPD) of a cluster of 2 separate species, C28H58BFN6O9P in total in a non-equilibrium geometry.

Properties
Electronic energy   -2573.25851 a.u.
Net charge   +1
HOMO level   -11.813 eV
Energy relative to the best compared isomer or geometry (same formula, charge and spin)   0.000 eV
Kohn-Sham gap   9.293 eV

CARTESIAN COORDINATES (ANGSTROEM)
C: 5.9064 0.0566 -0.2957
C: 4.5390 -0.5417 -0.6547
N: 3.4149 0.0408 0.0577
C: 2.5018 -0.5943 0.9125
C: 2.9825 -1.9382 1.4289
C: 4.3908 -2.0508 2.0752
N: 4.4222 -2.3632 3.4963
C: 2.2523 0.4211 2.0802
F: 1.7473 -0.2716 3.1970
B: 3.6207 1.1614 2.5825
O: 4.0400 2.2694 1.8718
N: 4.3080 0.7079 3.7653
C: 5.7389 1.0566 3.7824
C: 3.6705 1.2270 5.0080
O: 1.4118 1.4872 1.7911
C: 0.4250 1.5484 0.7792
C: 0.5344 2.9759 0.2457
C: 0.4086 4.0548 1.3055
C: 0.3593 5.4028 0.5870
N: -0.4815 6.4097 1.0792
O: 1.0170 5.5708 -0.4131
N: -0.8810 1.3734 1.4837
C: -1.9253 1.6751 0.9443
O: -2.9005 1.9481 0.4376
C: 0.5313 0.4730 -0.3225
C: 1.0965 0.9143 -1.6891
C: 0.1205 0.7815 -2.8449
O: -0.8531 1.4772 -2.8798
O: 0.3872 -0.0916 -3.8351
N: 1.0682 -0.8211 0.2317
C: 0.0922 -1.3400 1.2212
O: -1.1061 -1.6052 0.5464
C: -2.1419 -1.9264 1.4936
C: -3.4013 -2.2759 0.7082
O: -3.7508 -3.6386 0.8356
C: -4.8051 -3.8864 1.7526
C: -4.3619 -3.7832 3.2048
P: 0.9644 -2.0494 -1.1947
C: 0.9023 -3.6913 -0.4090
O: 2.5070 -2.0751 -1.7394
H: 5.8265 1.0937 0.0185
H: 6.4392 -0.5395 0.4404
H: 6.5251 0.0407 -1.1916
H: 4.4098 -0.3675 -1.7258
H: 4.6057 -1.6217 -0.5784
H: 3.2161 0.9839 -0.2289
H: 2.9728 -2.6260 0.5855
H: 2.3031 -2.3558 2.1619
H: 4.8939 -2.8907 1.5957
H: 5.0277 -1.1925 1.8990
H: 3.9209 -3.2279 3.6654
H: 3.9563 -1.6349 4.0246
H: 4.1214 3.0197 2.4746
H: 5.9085 2.1161 3.9850
H: 6.2378 0.7609 2.8642
H: 6.2059 0.4853 4.5838
H: 3.3443 2.2649 4.8843
H: 2.8010 0.6290 5.2658
H: 4.3882 1.1925 5.8197
H: 1.5498 3.0519 -0.1475
H: -0.1084 3.1408 -0.6175
H: 1.2161 4.0231 2.0295
H: -0.5299 3.9395 1.8467
H: -0.6750 6.3312 2.0672
H: -1.3284 6.5262 0.5417
H: -0.5132 0.2762 -0.5549
H: 1.2967 1.9806 -1.6985
H: 2.0655 0.4809 -1.9344
H: 1.3328 -0.1454 -4.0180
H: -0.0807 -0.6446 2.0394
H: 0.4429 -2.2713 1.6627
H: -1.8458 -2.7921 2.0853
H: -2.2973 -1.0488 2.1237
H: -4.2355 -1.6394 1.0079
H: -3.2121 -2.0721 -0.3435
H: -5.1327 -4.9074 1.5687
H: -5.6536 -3.2311 1.5486
H: -4.2838 -2.7420 3.5191
H: -5.0855 -4.2698 3.8537
H: -3.3995 -4.2731 3.3273
H: 0.0806 -3.7953 0.2898
H: 0.6647 -4.3258 -1.2652
H: 1.8527 -4.0299 -0.0084
H: 2.5140 -2.4843 -2.6145
C: -5.4162 1.3887 -6.7415
C: -6.1190 0.6033 -5.6376
C: -5.9736 1.2355 -4.2545
C: -4.5359 1.3378 -3.7426
C: -3.7835 0.0123 -3.6677
C: -4.4175 -0.9914 -2.7100
H: -4.3384 1.4383 -6.5790
H: -5.5790 0.9200 -7.7125
H: -5.7980 2.4099 -6.7953
H: -5.7456 -0.4244 -5.6249
H: -7.1833 0.5368 -5.8756
H: -6.5777 0.6674 -3.5410
H: -6.4058 2.2404 -4.2768
H: -4.5529 1.7922 -2.7463
H: -3.9698 2.0273 -4.3744
H: -2.7629 0.2180 -3.3429
H: -3.7023 -0.4368 -4.6615
H: -4.4792 -0.5764 -1.7001
H: -3.8236 -1.9072 -2.6657
H: -5.4242 -1.2735 -3.0210

No. 2
The following is a DFT calculation (wB97M-V/def2-TZVPD) of a structure of composition C28H58IIrN2OPSSb.

Properties
Electronic energy   -2667.22176 a.u.
Net charge   +3
HOMO level (spin up / spin down)   -16.287 / -16.287 eV
Multiplicity   2
Energy relative to the best compared isomer or geometry (same formula, charge and spin)   0.327 eV
Kohn-Sham gap (spin up / spin down)   7.011 / 6.319 eV

CARTESIAN COORDINATES (ANGSTROEM)
Ir: 0.8743 0.3862 0.7725
C: -0.4530 -7.4021 0.1975
C: -1.4650 -6.3430 -0.2043
C: -2.7930 -6.4433 0.5275
Sb: -0.6488 -4.3390 -0.0022
C: 0.8330 -4.0169 -1.5358
C: 0.2997 -4.6618 -2.8154
C: 2.2129 -4.5267 -1.1420
C: -2.2487 -2.9567 -0.4103
C: -1.7680 -1.7235 -1.1644
C: -2.9967 -2.5924 0.8692
H: -0.8617 -8.3859 -0.0417
H: -0.2604 -7.3827 1.2702
H: 0.4941 -7.3080 -0.3345
H: -1.6120 -6.3284 -1.2912
H: -2.6530 -6.4578 1.6088
H: -3.2706 -7.3854 0.2499
H: -3.4900 -5.6463 0.2662
H: 0.8448 -2.9283 -1.6387
H: 0.2792 -5.7496 -2.7357
H: 0.9694 -4.4149 -3.6428
H: -0.6976 -4.3132 -3.0924
H: 2.2176 -5.6072 -0.9938
H: 2.5851 -4.0586 -0.2291
H: 2.9230 -4.3100 -1.9427
H: -2.8907 -3.5588 -1.0627
H: -1.0203 -1.1316 -0.6160
H: -2.6251 -1.0624 -1.3175
H: -1.3640 -1.9639 -2.1493
H: -2.3764 -1.9684 1.5169
H: -3.3145 -3.4633 1.4430
H: -3.8936 -2.0237 0.6169
C: 2.4839 -1.9890 4.3787
S: 2.1728 -0.4205 3.6043
C: 0.9942 0.2748 4.7428
O: 1.2932 -0.8267 2.3699
H: 1.5456 -2.5341 4.4677
H: 2.9147 -1.7924 5.3610
H: 3.2035 -2.5282 3.7670
H: 1.4998 0.4194 5.6983
H: 0.1480 -0.4023 4.8468
H: 0.6819 1.2396 4.3475
I: 4.9161 -1.4329 -3.0739
C: 4.4941 -0.4225 -1.3172
C: 5.4923 0.1742 -0.5558
C: 5.1378 0.8554 0.5991
C: 3.8132 0.9131 0.9760
N: 2.8446 0.3306 0.2440
C: 3.1826 -0.3157 -0.8885
H: 6.5279 0.1195 -0.8644
H: 5.8860 1.3458 1.2059
H: 3.4980 1.4512 1.8581
H: 2.3685 -0.7354 -1.4629
C: -3.2388 1.8125 -0.2465
C: -2.5649 3.1641 0.0537
C: -3.2566 4.2778 -0.7437
C: -2.7499 3.4177 1.5583
P: -0.7400 3.0893 -0.3231
N: -0.2784 1.5759 0.2970
C: -0.3439 3.0183 -2.1500
C: -1.3492 2.0762 -2.8347
C: -0.4499 4.4173 -2.7742
C: 1.0610 2.4467 -2.4078
C: 0.2690 4.3635 0.6000
C: -0.3337 5.7674 0.4524
C: 1.7038 4.3666 0.0492
C: 0.3689 3.9955 2.0914
H: -4.2548 1.8733 0.1459
H: -2.7387 0.9851 0.2564
H: -3.3162 1.5933 -1.3062
H: -4.2859 4.3441 -0.3869
H: -3.3006 4.0637 -1.8098
H: -2.8016 5.2565 -0.5983
H: -3.8142 3.3183 1.7732
H: -2.4558 4.4193 1.8616
H: -2.2240 2.6814 2.1687
H: -2.3510 2.4951 -2.8851
H: -1.3905 1.0954 -2.3561
H: -1.0118 1.9288 -3.8609
H: -1.4251 4.8781 -2.6290
H: -0.3032 4.3036 -3.8500
H: 0.3184 5.0984 -2.4149
H: 1.2635 1.5541 -1.8156
H: 1.8540 3.1689 -2.2417
H: 1.1029 2.1556 -3.4578
H: -0.4762 6.0650 -0.5852
H: 0.3682 6.4756 0.8968
H: -1.2786 5.8761 0.9806
H: 1.7732 4.7777 -0.9543
H: 2.1562 3.3723 0.0605
H: 2.2987 5.0096 0.6991
H: -0.5674 4.0952 2.6299
H: 1.0805 4.6872 2.5445
H: 0.7540 2.9827 2.2321